Density functional theory data (wB97M-V/def2-TZVPD) for C23H10Br2F5IrNO4S as an isolated structure in a non-equilibrium geometry.

Values from the calculation:
relative energy (zero: lowest compared OMol25 entry of this formula, charge and spin): 0.0 kcal per mole
frontier orbital gap (spin up / spin down): 6.887 / 5.534 eV
2S+1: 2

Last column: Mulliken spin population.
CARTESIAN COORDINATES (ANGSTROEM)
1 Ir 0.096 -0.819 -0.862  0.2735
2 O -3.327 0.587 -1.743  0.0075
3 C -2.684 -0.427 -1.599  -0.0068
4 O -1.489 -0.638 -2.119  0.0080
5 C -3.291 -1.627 -0.922  0.0619
6 C -4.674 -1.716 -0.906  -0.0426
7 C -5.318 -2.818 -0.364  0.1012
8 C -4.577 -3.861 0.182  -0.0456
9 C -3.201 -3.790 0.184  0.0923
10 C -2.538 -2.676 -0.361  -0.0026
11 S -0.822 -2.728 -0.203  0.5014
12 H -5.234 -0.895 -1.332  0.0011
13 H -6.399 -2.863 -0.363  0.0054
14 H -5.074 -4.721 0.610  -0.0015
15 H -2.610 -4.587 0.619  -0.0001
16 C -0.572 2.156 -2.375  0.0041
17 C 0.854 1.952 -2.006  0.0258
18 C 1.808 2.962 -2.264  -0.0068
19 C 3.111 2.812 -1.902  0.0179
20 C 3.530 1.637 -1.246  -0.0076
21 C 4.846 1.357 -0.803  0.0152
22 Br 6.225 2.622 -1.071  0.0009
23 C 5.133 0.182 -0.175  -0.0107
24 C 4.124 -0.770 0.060  0.0202
25 Br 4.553 -2.373 0.944  0.0020
26 C 2.827 -0.548 -0.334  0.0221
27 O 1.830 -1.393 -0.115  0.0155
28 C 2.547 0.664 -1.015  -0.0321
29 N 1.239 0.825 -1.417  -0.0214
30 H -0.716 3.147 -2.799  0.0006
31 H -1.210 2.041 -1.500  0.0000
32 H -0.900 1.403 -3.087  0.0012
33 H 1.476 3.866 -2.754  0.0001
34 H 3.832 3.594 -2.100  0.0010
35 H 6.140 -0.027 0.159  -0.0004
36 F 0.877 0.901 5.486  -0.0003
37 C 0.474 0.757 4.227  -0.0023
38 C 0.986 1.575 3.236  0.0015
39 F 1.890 2.504 3.544  0.0003
40 C 0.558 1.423 1.931  -0.0017
41 F 1.071 2.221 0.989  0.0007
42 C -0.393 0.469 1.576  -0.0016
43 O -0.847 0.391 0.315  -0.0082
44 C -0.892 -0.337 2.596  0.0089
45 F -1.817 -1.254 2.314  0.0090
46 C -0.471 -0.200 3.905  -0.0071
47 F -0.976 -0.980 4.859  -0.0001

=====

Density functional theory data (wB97M-V/def2-TZVPD) for C23H10BrCl5CoNO4 as an isolated structure.

Values from the calculation:
relative energy (zero: lowest compared OMol25 entry of this formula, charge and spin): 0.0 kcal per mole
frontier orbital gap (spin up / spin down): 7.001 / 6.909 eV
2S+1: 2
net charge: -1

Last column: Mulliken spin population.
CARTESIAN COORDINATES (ANGSTROEM)
1 Co 0.398 -0.486 0.137  1.0432
2 Br 2.508 -0.395 1.411  0.0074
3 C 3.057 -2.158 0.944  0.0014
4 C 4.200 -2.668 1.479  -0.0001
5 C 4.592 -3.972 1.103  -0.0005
6 C 3.840 -4.682 0.213  0.0010
7 C 2.655 -4.140 -0.348  -0.0051
8 C 1.883 -4.858 -1.291  0.0027
9 C 0.759 -4.286 -1.814  -0.0033
10 C 0.341 -2.998 -1.410  0.0026
11 C 1.025 -2.243 -0.481  -0.0239
12 C 2.222 -2.841 0.029  -0.0178
13 H 4.794 -2.089 2.173  -0.0006
14 H 5.494 -4.398 1.523  -0.0002
15 H 4.142 -5.680 -0.085  0.0001
16 H 2.201 -5.851 -1.588  0.0002
17 H 0.172 -4.830 -2.546  -0.0003
18 H -0.570 -2.597 -1.841  0.0006
19 Cl 1.348 1.270 -1.865  0.0111
20 C 0.398 2.189 -0.704  -0.0221
21 C -0.067 1.472 0.385  -0.0050
22 C -0.812 2.214 1.293  -0.0125
23 Cl -1.425 1.424 2.721  -0.0010
24 C -1.088 3.570 1.121  -0.0002
25 Cl -2.024 4.447 2.281  -0.0002
26 C -0.599 4.236 -0.002  -0.0014
27 Cl -0.921 5.918 -0.233  -0.0002
28 C 0.162 3.537 -0.934  0.0024
29 Cl 0.791 4.338 -2.330  0.0004
30 O -0.894 -1.505 1.573  0.0233
31 C -1.764 -1.431 0.684  -0.0365
32 O -1.553 -0.890 -0.439  0.0096
33 C -3.132 -2.009 0.944  0.0115
34 C -4.088 -2.026 -0.064  0.0019
35 C -5.343 -2.562 0.172  0.0001
36 C -5.610 -3.066 1.433  0.0003
37 C -4.681 -3.058 2.458  0.0009
38 C -3.430 -2.523 2.200  0.0006
39 N -6.945 -3.639 1.695  0.0000
40 O -7.178 -4.052 2.815  0.0000
41 O -7.747 -3.657 0.781  0.0000
42 H -3.828 -1.610 -1.028  0.0036
43 H -6.105 -2.592 -0.592  -0.0001
44 H -4.941 -3.462 3.425  -0.0001
45 H -2.662 -2.495 2.962  0.0065

=====

Density functional theory data (wB97M-V/def2-TZVPD) for C23H10Co2F6O6S as an isolated structure in a non-equilibrium geometry.

Values from the calculation:
relative energy (zero: lowest compared OMol25 entry of this formula, charge and spin): 0.0 kcal per mole
frontier orbital gap: 5.574 eV
2S+1: 1

Last column: Mulliken charge in e.
CARTESIAN COORDINATES (ANGSTROEM)
1 O 2.485 -3.668 -1.084  -0.3568
2 C 1.934 -3.143 -0.207  0.1448
3 Co 1.124 -2.295 1.091  0.2339
4 C -0.262 -3.345 1.324  0.1327
5 O -1.126 -4.098 1.461  -0.3640
6 C 2.217 -2.540 2.466  0.0821
7 O 2.942 -2.779 3.331  -0.3433
8 C 1.380 -0.485 0.303  1.7308
9 C 2.702 -0.072 -0.273  0.5837
10 C 3.860 -0.266 0.505  -0.2894
11 C 5.115 -0.042 -0.026  -0.6963
12 C 5.235 0.427 -1.344  -0.4877
13 C 4.083 0.798 -2.068  -0.6241
14 C 2.820 0.558 -1.536  -0.4071
15 C 0.066 0.091 0.038  -0.0112
16 C -0.618 0.685 -1.013  -0.7268
17 Co 0.480 0.059 1.728  -0.2329
18 C 1.652 -0.006 3.093  0.5209
19 O 2.254 0.068 4.079  -0.3392
20 C -0.841 -0.886 2.466  0.0315
21 O -1.724 -1.238 3.113  -0.3043
22 C -0.188 1.686 2.132  -0.0487
23 O -0.645 2.695 2.488  -0.3534
24 H 3.716 -0.654 1.519  0.2203
25 H 5.987 -0.216 0.615  0.3769
26 H 6.226 0.514 -1.787  0.3778
27 H 4.188 1.252 -3.057  0.3843
28 H 1.927 0.840 -2.102  0.2398
29 H -1.021 1.684 -0.782  0.3467
30 H -0.286 0.391 -2.021  0.1737
31 F -4.489 -4.409 -3.918  -0.2623
32 C -3.396 -4.221 -4.714  0.9076
33 F -2.400 -5.030 -4.221  -0.2369
34 F -3.709 -4.686 -5.958  -0.2626
35 C -2.933 -2.791 -4.728  -0.0209
36 C -2.285 -2.300 -5.863  -0.8357
37 C -1.882 -0.967 -5.885  0.2338
38 C -1.191 -0.473 -7.134  0.9009
39 F -1.400 0.854 -7.364  -0.2640
40 F 0.168 -0.647 -7.016  -0.2438
41 F -1.576 -1.145 -8.261  -0.2622
42 C -1.991 -0.164 -4.749  -0.5733
43 C -2.400 -0.756 -3.533  0.4786
44 S -2.448 -0.111 -1.933  -0.1037
45 C -3.028 -2.017 -3.584  -0.9754
46 H -2.129 -2.949 -6.714  0.4701
47 H -1.771 0.895 -4.823  0.5430
48 H -3.595 -2.362 -2.722  0.5123

=====

Density functional theory data (wB97M-V/def2-TZVPD) for C23H11BiF5N3O7S as an isolated structure.

Values from the calculation:
frontier orbital gap: 7.508 eV
2S+1: 1

Last column: Mulliken charge in e.
CARTESIAN COORDINATES (ANGSTROEM)
1 Bi -0.883 2.044 -1.089  1.1291
2 C 1.683 3.298 0.514  -1.8163
3 C 0.473 3.546 1.353  1.3054
4 C 0.602 4.052 2.662  -0.7681
5 C -0.508 4.217 3.433  -0.6557
6 C -1.787 3.910 2.923  1.1643
7 C -2.959 4.061 3.697  -0.8724
8 C -4.169 3.742 3.154  -0.6537
9 C -4.254 3.284 1.828  -0.4200
10 C -3.139 3.136 1.035  0.3468
11 S -3.343 2.661 -0.650  -0.5191
12 C -1.871 3.434 1.599  -0.1301
13 N -0.724 3.259 0.859  -0.2482
14 H 2.568 3.720 0.985  0.4746
15 H 1.579 3.760 -0.471  0.3541
16 H 1.863 2.221 0.384  0.4668
17 H 1.589 4.279 3.037  0.3712
18 H -0.424 4.585 4.448  0.4257
19 H -2.873 4.419 4.715  0.3768
20 H -5.075 3.842 3.737  0.3852
21 H -5.221 3.044 1.407  0.4248
22 F -0.708 -4.773 -0.837  -0.4244
23 C -0.798 -3.475 -0.542  0.5610
24 C -0.366 -3.008 0.689  0.4017
25 F 0.143 -3.866 1.571  -0.3891
26 C -0.447 -1.663 1.000  0.2977
27 F -0.018 -1.241 2.187  -0.3711
28 C -0.967 -0.742 0.089  -0.1384
29 O -1.048 0.554 0.395  -0.4365
30 C -1.391 -1.246 -1.134  0.6953
31 F -1.843 -0.359 -2.055  -0.4580
32 C -1.311 -2.584 -1.464  0.4781
33 F -1.697 -3.004 -2.668  -0.4340
34 O 2.283 0.222 0.084  -0.8089
35 C 1.761 -0.051 -0.990  0.5880
36 O 1.003 0.733 -1.677  -0.8845
37 C 1.971 -1.432 -1.576  0.5757
38 C 1.451 -1.766 -2.818  -0.4922
39 C 1.589 -3.063 -3.277  -0.2992
40 C 2.230 -4.046 -2.550  -0.4852
41 C 2.745 -3.675 -1.323  -0.2618
42 C 2.627 -2.393 -0.819  -0.4215
43 N 3.441 -4.699 -0.516  1.1002
44 O 3.596 -5.793 -1.017  -0.6349
45 O 3.842 -4.367 0.579  -0.6217
46 N 1.006 -3.421 -4.587  1.1450
47 O 1.118 -4.573 -4.951  -0.6336
48 O 0.388 -2.560 -5.177  -0.6211
49 H 0.931 -1.028 -3.409  0.6011
50 H 2.322 -5.055 -2.920  0.6377
51 H 3.019 -2.139 0.155  0.5935